Entry from OMol25: a molecular structure, C33H34N11O4Tc in a non-equilibrium geometry (the ωB97M-V functional and the def2-TZVPD basis).

ORCA input file:
```
! wB97M-V def2-TZVPD RIJCOSX def2/J DEFGRID3
* xyz 1 4
Tc 1.0268 0.1287 -0.9660
N 2.3632 1.4698 -2.0980
C 3.7253 0.8895 -1.9286
C 3.8895 0.5674 -0.4536
O 4.9257 0.7317 0.1350
N 2.7022 0.1293 0.1152
C 2.4407 0.5371 1.4971
C 1.4891 1.7709 1.4208
O 1.4020 2.5436 2.3363
O 0.8365 1.8232 0.2685
H 2.1983 1.6475 -3.0826
H 2.3169 2.3623 -1.6092
H 4.5098 1.5774 -2.2284
H 3.7973 -0.0229 -2.5192
H 3.3501 0.8133 2.0178
H 1.9049 -0.2285 2.0602
C -1.1812 2.0626 -2.0276
N -0.7607 0.6578 -2.2586
C -1.9157 -0.2344 -2.0074
C -0.3217 0.4794 -3.6682
C 0.4803 -0.7911 -3.7612
C 0.4376 -1.6156 -4.8766
C 1.1792 -2.7901 -4.8983
C 1.9642 -3.1272 -3.8039
C 2.0082 -2.2948 -2.6930
C 1.2501 -1.1237 -2.6407
H -1.9744 2.3400 -2.7269
H -0.3354 2.7335 -2.1690
H -1.5416 2.1753 -1.0094
H -2.7776 0.0908 -2.5942
H -2.1746 -0.1944 -0.9498
H -1.6563 -1.2548 -2.2914
H 0.2928 1.3404 -3.9387
H -1.1872 0.4751 -4.3350
H -0.1730 -1.3409 -5.7305
H 1.1425 -3.4386 -5.7641
H 2.5467 -4.0411 -3.8136
H 2.6438 -2.5721 -1.8587
C -4.8147 1.6199 5.5685
N -3.8194 1.6711 4.5013
C -3.6415 0.8172 3.4873
N -2.5369 1.0987 2.8294
C -2.0561 2.1752 3.5175
N -2.8041 2.5524 4.5357
C -4.2194 0.9671 6.7993
C -4.1241 1.6291 8.0145
C -3.5200 1.0065 9.0995
C -2.9653 -0.2536 8.9693
C -3.0173 -0.9019 7.7382
C -3.6718 -0.2998 6.6706
C -2.3180 -2.1661 7.5267
N -1.6756 -2.8987 8.3685
N -1.1156 -3.9350 7.6538
C -1.4361 -3.7557 6.4202
O -2.2207 -2.6592 6.2582
C -1.0321 -4.5471 5.2594
C -0.2892 -5.7045 5.4749
C 0.1324 -6.4647 4.4021
C -0.1810 -6.0808 3.1104
C -0.9237 -4.9301 2.8794
C -1.2185 -4.5454 1.4473
N -0.3399 -3.4751 0.9389
C -0.6389 -2.3161 0.3771
N 0.4844 -1.6572 0.1041
C 1.4709 -2.4928 0.5758
N 1.0003 -3.6011 1.0705
C -1.3508 -4.1566 3.9555
H -5.6535 1.0411 5.1857
H -5.1455 2.6316 5.7831
H -4.3304 0.0154 3.2613
H -1.1352 2.6800 3.2665
H -4.5277 2.6306 8.1152
H -3.4546 1.5248 10.0478
H -2.4628 -0.7327 9.8002
H -3.7218 -0.8138 5.7197
H -0.0576 -5.9940 6.4919
H 0.7193 -7.3582 4.5741
H 0.1571 -6.6800 2.2719
H -2.2454 -4.2074 1.3249
H -1.0473 -5.4115 0.8123
H -1.6368 -1.9902 0.1295
H 2.5241 -2.2758 0.5294
H -1.9208 -3.2499 3.7874
*
```

Output
Expectation value of S² = 3.78
Calculated total energy = -2261.8241 Eh
Orbital gap (spin up / spin down) = 7.9 / 6.1 eV

Mulliken atomic charges, in units of e: Tc -0.654; N -0.374; C -0.552; C 0.375; O -0.602; N 0.142; C -0.759; C 0.730; O -0.632; O -0.540; H 0.293; H 0.319; H 0.455; H 0.278; H 0.532; H 0.137; C -1.082; N 0.638; C -1.195; C -1.142; C 1.465; C -0.910; C -0.688; C -0.950; C 0.367; C 0.460; H 0.390; H 0.316; H 0.287; H 0.392; H 0.250; H 0.447; H 0.413; H 0.529; H 0.472; H 0.414; H 0.471; H 0.391; C -1.044; N 0.806; C -0.073; N -0.382; C -0.357; N -0.910; C 0.899; C -0.737; C -0.650; C -0.854; C -0.045; C -0.047; C 0.669; N -0.503; N -0.439; C 0.484; O -0.278; C 0.161; C -0.850; C -0.777; C -0.618; C 0.818; C -1.181; N 0.703; C -0.229; N 0.482; C -0.997; N -0.849; C -0.323; H 0.289; H 0.396; H 0.411; H 0.482; H 0.395; H 0.396; H 0.515; H 0.508; H 0.531; H 0.404; H 0.385; H 0.334; H 0.405; H 0.355; H 0.735; H 0.700

Entry from OMol25: C33H34N2O3 in the gas phase in a non-equilibrium geometry (the ωB97M-V functional and the def2-TZVPD basis).

ORCA input file:
```
! wB97M-V def2-TZVPD RIJCOSX def2/J DEFGRID3
* xyz 0 1
C 5.1189 4.2443 -0.4547
C 5.0784 2.7529 -0.2404
O 3.8313 2.4780 0.4574
C 3.4834 1.1746 0.5569
O 4.0431 0.2707 -0.0340
C 2.2929 0.9834 1.4900
C 3.0683 0.6154 2.7803
C 3.5253 1.7666 3.6240
O 3.2976 -0.5546 3.0693
C 1.3533 -0.0948 1.1732
C 1.2772 -0.6633 -0.2266
C 1.6842 -0.0822 -1.4318
C 1.6302 -0.8213 -2.6174
C 1.2581 -2.1845 -2.5962
N 1.3329 -3.0339 -3.6922
C 1.1196 -4.4533 -3.4212
C 1.1543 -2.6111 -5.0202
C 0.1993 -3.2796 -5.8138
C -0.1548 -2.7666 -7.0605
C 0.5077 -1.6349 -7.5653
C 1.5651 -1.0613 -6.8419
C 1.9013 -1.5604 -5.5825
C 0.8122 -2.7440 -1.3748
C 0.7681 -1.9656 -0.2364
C -0.0354 0.2240 1.7660
C -0.1233 0.4566 3.1455
C -1.3545 0.5859 3.7740
C -2.5404 0.5059 3.0128
N -3.7714 0.3507 3.6345
C -3.8795 -0.3679 4.8988
C -4.9758 0.8749 3.1134
C -6.1183 0.0499 3.0212
C -7.3481 0.6042 2.6707
C -7.4687 1.9891 2.5001
C -6.3443 2.8100 2.6022
C -5.0895 2.2576 2.8513
C -2.4464 0.4903 1.6001
C -1.2043 0.3365 0.9896
H 5.9752 4.4670 -1.0960
H 4.1969 4.6014 -0.9307
H 5.2484 4.7931 0.4871
H 5.0845 2.1795 -1.1743
H 5.9007 2.4056 0.4077
H 1.7815 1.9552 1.5615
H 3.8427 2.5990 2.9720
H 2.7027 2.1049 4.2825
H 4.3556 1.4386 4.2492
H 1.7347 -0.9702 1.7218
H 2.0436 0.9491 -1.4791
H 1.8921 -0.3163 -3.5453
H 1.7226 -4.7590 -2.5601
H 0.0637 -4.6758 -3.2152
H 1.4518 -5.0252 -4.2893
H -0.2933 -4.1762 -5.4376
H -0.9476 -3.2556 -7.6362
H 0.2246 -1.2151 -8.5347
H 2.1322 -0.2254 -7.2618
H 2.7457 -1.1408 -5.0370
H 0.4634 -3.7760 -1.3014
H 0.3945 -2.4137 0.6831
H 0.7896 0.4969 3.7412
H -1.4113 0.7412 4.8525
H -4.5901 0.1544 5.5503
H -4.2524 -1.3854 4.7284
H -2.9086 -0.4223 5.3929
H -6.0280 -1.0245 3.2273
H -8.2124 -0.0490 2.5382
H -8.4370 2.4299 2.2778
H -6.4352 3.8838 2.4870
H -4.1987 2.8867 2.9293
H -3.3430 0.5192 0.9816
H -1.1374 0.2824 -0.0936
*
```

Output
Calculated total energy = -1613.0985 Eh
Orbital gap = 7.9 eV
SMILES string = CCOC(=O)[C@H](C(C)=O)C(c1ccc(N(C)c2ccccc2)cc1)c1ccc(N(C)c2ccccc2)cc1

Mulliken atomic charges, in units of e: C -1.163; C -0.234; O -0.281; C -0.726; O -0.578; C 1.066; C 0.615; C -1.232; O -0.588; C 0.454; C -0.981; C -0.285; C -0.983; C 1.910; N 0.032; C -1.756; C 0.354; C -0.271; C -0.626; C -0.464; C -0.554; C -0.271; C -0.433; C -0.993; C -0.099; C -0.522; C -1.506; C 0.943; N 0.427; C -1.179; C -0.133; C -0.262; C -0.616; C -0.371; C -0.711; C 0.057; C -0.306; C -0.708; H 0.402; H 0.289; H 0.304; H 0.332; H 0.265; H 0.600; H 0.265; H 0.264; H 0.410; H 0.571; H 0.491; H 0.208; H 0.533; H 0.435; H 0.460; H 0.383; H 0.344; H 0.348; H 0.367; H 0.475; H 0.401; H 0.394; H 0.401; H 0.383; H 0.349; H 0.274; H 0.411; H 0.301; H 0.360; H 0.366; H 0.359; H 0.377; H 0.404; H 0.449

Entry from OMol25: 2 unconnected molecules or ions with the total composition C33H34NO2 in a non-equilibrium geometry (the ωB97M-V functional and the def2-TZVPD basis).

ORCA input file:
```
! wB97M-V def2-TZVPD RIJCOSX def2/J DEFGRID3
* xyz 1 1
C 4.8633 -3.3150 -3.1431
O 4.5234 -1.9136 -3.0704
C 3.3130 -1.5673 -2.5607
C 2.9365 -0.2068 -2.6987
C 1.6555 0.1778 -2.4042
C 0.7183 -0.7288 -1.8246
C -0.6191 -0.3130 -1.5276
C -1.7722 -1.0067 -1.9995
C -3.0226 -0.3220 -2.0025
C -4.1938 -0.9574 -2.3595
C -4.1781 -2.2733 -2.8434
C -5.4496 -2.9622 -3.2294
C -2.9418 -2.9197 -2.9764
C -1.7607 -2.3069 -2.5881
C 1.1583 -2.0582 -1.5758
C 2.4230 -2.4815 -1.9431
H 5.8393 -3.3216 -3.6248
H 4.9300 -3.7590 -2.1413
H 4.1361 -3.8787 -3.7448
H 3.6697 0.5060 -3.0798
H 1.3325 1.1982 -2.6355
H -0.7932 0.7339 -1.2906
H -3.0271 0.7325 -1.7179
H -5.1491 -0.4400 -2.2468
H -5.2971 -4.0450 -3.2846
H -6.2445 -2.7543 -2.5051
H -5.8205 -2.6355 -4.2108
H -2.9189 -3.9310 -3.3821
H -0.8116 -2.8112 -2.7644
H 0.4792 -2.7650 -1.0947
H 2.7322 -3.5192 -1.7867
C -4.3632 1.9519 1.1044
C -3.2806 2.8019 1.3722
C -1.9961 2.2845 1.4824
C -1.7427 0.9001 1.2516
C -0.4276 0.3185 1.2377
C 0.7038 0.9894 1.7727
N 1.3809 0.4372 2.8246
C 0.6932 -0.5971 3.6163
C 1.4742 -0.8837 4.8888
O 2.8213 -1.2206 4.5488
C 3.5398 -0.1014 4.0411
C 2.8066 0.7141 2.9729
C 1.1312 2.3081 1.2425
C 1.0388 2.5031 -0.1412
C 1.2440 3.7446 -0.7247
C 1.5618 4.8388 0.0913
C 1.7144 4.6599 1.4740
C 1.5052 3.4050 2.0534
C -2.8697 0.0519 1.0823
C -4.1540 0.5691 0.9893
H -5.3709 2.3578 1.0004
H -3.4459 3.8739 1.5018
H -1.1635 2.9377 1.7496
H -0.3643 -0.7622 1.1045
H -0.3181 -0.2462 3.8721
H 0.5985 -1.5290 3.0286
H 1.4164 -0.0079 5.5637
H 1.0849 -1.7919 5.3683
H 3.7958 0.5717 4.8818
H 4.4633 -0.5204 3.6158
H 3.3197 0.5380 2.0127
H 2.9486 1.7742 3.2116
H 0.8043 1.6300 -0.7422
H 1.1488 3.8567 -1.8076
H 1.6839 5.8276 -0.3548
H 1.9870 5.5066 2.1094
H 1.6066 3.2814 3.1338
H -2.6912 -1.0249 1.0167
H -4.9956 -0.1036 0.8105
*
```

Output
Calculated total energy = -1482.7865 Eh
Orbital gap = 4.4 eV

natural (NBO) atomic charges, in units of e: C -0.262; O -0.470; C 0.386; C -0.263; C -0.126; C -0.216; C 0.088; C -0.105; C -0.084; C -0.253; C 0.119; C -0.656; C -0.244; C -0.121; C -0.084; C -0.336; H 0.220; H 0.186; H 0.191; H 0.247; H 0.225; H 0.233; H 0.236; H 0.235; H 0.230; H 0.239; H 0.250; H 0.231; H 0.227; H 0.218; H 0.239; C -0.247; C -0.183; C -0.269; C 0.029; C -0.423; C 0.346; N -0.373; C -0.233; C -0.085; O -0.513; C -0.075; C -0.253; C -0.150; C -0.169; C -0.218; C -0.173; C -0.228; C -0.122; C -0.255; C -0.212; H 0.221; H 0.222; H 0.216; H 0.215; H 0.228; H 0.199; H 0.173; H 0.217; H 0.173; H 0.208; H 0.206; H 0.215; H 0.214; H 0.222; H 0.230; H 0.231; H 0.211; H 0.206; H 0.218

Entry from OMol25: a molecular structure, C33H35BrO3STeTi in a non-equilibrium geometry (the ωB97M-V functional and the def2-TZVPD basis).

ORCA input file:
```
! wB97M-V def2-TZVPD RIJCOSX def2/J DEFGRID3
* xyz 2 1
Ti -1.5260 0.9927 0.4515
C 4.9855 -1.8186 2.8358
C 4.8907 -0.7440 1.7408
C 5.2285 0.6371 2.3277
C 5.9127 -1.0732 0.6503
C 3.4689 -0.6943 1.1997
C 2.4051 -0.4636 2.0805
C 1.1543 -0.3353 1.5526
Br -0.4037 0.0471 2.6752
C 0.8487 -0.4424 0.1880
O -0.4366 -0.1325 -0.1376
C 1.8843 -0.7504 -0.7011
C 3.1652 -0.8424 -0.1476
C 1.7305 -0.9585 -2.2150
C 2.4478 -2.2579 -2.6183
C 0.2771 -1.0829 -2.6843
C 2.3868 0.2298 -2.9374
H 5.9998 -1.8469 3.2331
H 4.7547 -2.8020 2.4234
H 4.3074 -1.6237 3.6672
H 6.2493 0.6310 2.7102
H 4.5631 0.9044 3.1505
H 5.1604 1.4089 1.5582
H 6.9022 -1.1370 1.1013
H 5.9510 -0.2964 -0.1159
H 5.7056 -2.0365 0.1810
H 2.5596 -0.3817 3.1477
H 3.9792 -1.0410 -0.8275
H 2.0178 -3.1193 -2.1059
H 3.5141 -2.2234 -2.4028
H 2.3401 -2.4085 -3.6926
H -0.2425 -1.8776 -2.1455
H 0.2682 -1.3443 -3.7422
H -0.2641 -0.1414 -2.5836
H 3.4614 0.2583 -2.7561
H 1.9614 1.1815 -2.6071
H 2.2249 0.1406 -4.0122
O -4.7750 -6.4910 -0.0878
C -3.9872 -5.6284 -0.7273
O -3.2937 -5.9810 -1.6364
C -3.9773 -4.1830 -0.2767
C -4.6487 -3.6920 0.8360
C -4.5359 -2.3578 1.1991
C -3.7368 -1.5097 0.4435
S -3.6169 0.1976 0.9028
C -3.0895 -1.9865 -0.7002
C -3.2044 -3.3151 -1.0454
H -5.2935 -6.1115 0.6267
H -5.2754 -4.3270 1.4492
H -5.0605 -1.9822 2.0675
H -2.5277 -1.3035 -1.3194
H -2.7109 -3.7169 -1.9204
Te 0.1989 3.1066 -0.5660
C -1.5512 3.4561 -1.7253
C -1.9611 4.7572 -1.9817
C -3.1509 4.9650 -2.6662
C -3.9127 3.8817 -3.0897
C -3.4967 2.5831 -2.8317
C -2.3112 2.3635 -2.1449
C -0.8850 3.2251 1.3047
C -0.1621 3.4272 2.4800
C -0.8184 3.4459 3.7005
C -2.1941 3.2467 3.7682
C -2.9257 3.0720 2.6057
C -2.2801 3.0527 1.3650
H -1.3612 5.5985 -1.6603
H -3.4884 5.9728 -2.8666
H -4.8288 4.0543 -3.6379
H -4.0863 1.7419 -3.1715
H -1.9498 1.3403 -2.0117
H 0.9069 3.5971 2.4363
H -0.2492 3.6208 4.6042
H -2.6982 3.2562 4.7249
H -4.0029 2.9790 2.6504
H -2.8914 3.0886 0.4600
*
```

Output
Calculated total energy = -5593.3846 Eh
Orbital gap (spin up / spin down) = 6.3 / 6.3 eV

Mulliken atomic charges, in units of e: Ti 0.943; C -1.608; C 1.806; C -1.582; C -2.040; C -0.325; C -0.138; C 0.257; Br -0.222; C 0.237; O 0.273; C -0.750; C -0.438; C 2.064; C -1.743; C -2.032; C -1.502; H 0.465; H 0.396; H 0.313; H 0.444; H 0.349; H 0.359; H 0.443; H 0.397; H 0.443; H 0.548; H 0.465; H 0.413; H 0.346; H 0.475; H 0.490; H 0.659; H 0.117; H 0.369; H 0.142; H 0.469; O -0.451; C 0.691; O -0.525; C 0.784; C -0.783; C -1.289; C 0.901; S -0.298; C -0.139; C -0.843; H 0.283; H 0.238; H 0.443; H 0.384; H 0.561; Te 0.567; C 0.172; C -0.591; C -0.644; C -0.570; C -0.944; C 0.582; C 0.057; C -0.531; C -0.629; C -0.636; C -0.420; C -0.286; H 0.480; H 0.432; H 0.439; H 0.505; H 0.218; H 0.480; H 0.453; H 0.450; H 0.504; H 0.654